Record 1
This record from OMol25 describes a 18-piece molecular cluster, C57H163N13O18 overall at a distorted geometry. The level of theory is ωB97M-V/def2-TZVPD.

```
251
Properties=species:S:1:pos:R:3:lowdin_charge:R:1
C 0.8068 3.7228 -1.8913 -0.046
C 0.5817 4.4801 -3.2173 -0.387
C -0.3763 3.6241 -4.0920 -0.217
O 0.3100 2.5920 -4.7590 -0.200
C -0.5783 1.6450 -5.3595 -0.103
N -0.0852 5.7353 -2.9171 0.053
H -0.1793 3.5823 -1.4597 0.068
H 1.5336 4.1799 -1.1932 0.080
H 1.1592 2.7222 -1.9538 0.038
H 1.5424 4.6974 -3.7250 0.143
H -0.8927 4.2509 -4.8298 0.117
H -1.2419 3.1739 -3.5100 0.130
H -1.2160 2.0672 -6.1701 0.099
H -1.2784 1.2646 -4.6171 0.068
H 0.0320 0.8437 -5.7525 0.065
H 0.0427 5.9899 -1.9820 0.036
H 0.1998 6.4254 -3.5779 0.070
C -2.2573 1.2199 5.7913 -0.047
C -2.1887 2.6690 6.3431 -0.422
C -2.0264 2.8295 7.8371 -0.200
O -3.1885 2.2799 8.4708 -0.213
C -3.1314 2.1816 9.8756 -0.117
N -1.0187 3.2918 5.7306 0.025
H -2.9644 0.6690 6.4026 0.064
H -1.2915 0.6815 5.9193 0.080
H -2.5920 1.1073 4.7456 0.061
H -3.1230 3.1511 6.1096 0.125
H -1.9278 3.8639 8.2571 0.136
H -1.1646 2.2890 8.2212 0.116
H -2.2944 1.5456 10.2000 0.089
H -4.0357 1.6963 10.2095 0.080
H -3.0768 3.1853 10.3102 0.086
H -1.0521 4.3229 5.7976 0.093
H -0.8266 2.9267 4.7795 0.052
C 4.1136 -1.2819 -6.8273 -0.042
C 2.5765 -1.3473 -6.7264 -0.415
C 1.9882 -1.1479 -8.1239 -0.208
O 2.4055 -0.0266 -8.8855 -0.204
C 2.0186 1.2910 -8.4303 -0.073
N 2.1519 -2.6453 -6.2139 0.054
H 4.5890 -1.4511 -5.8509 0.059
H 4.3383 -0.2903 -7.1802 0.066
H 4.5163 -1.9532 -7.5689 0.078
H 2.2334 -0.6337 -5.9771 0.126
H 0.9172 -1.1226 -8.0877 0.103
H 2.2349 -1.9806 -8.8275 0.142
H 0.9649 1.3810 -8.3923 0.065
H 2.5932 2.0467 -8.9802 0.094
H 2.3413 1.4329 -7.3811 0.080
H 2.4380 -3.3113 -6.9314 0.087
H 1.1691 -2.7326 -6.1688 0.024
C -3.5390 -1.0234 -6.7863 -0.058
C -2.6878 -2.1901 -7.3134 -0.415
C -1.8710 -2.7928 -6.1670 -0.202
O -0.9206 -1.8117 -5.7127 -0.225
C -0.5069 -2.0639 -4.3750 -0.118
N -3.6470 -3.2948 -7.7470 0.013
H -4.0834 -0.6239 -7.6383 0.071
H -2.9000 -0.2242 -6.3876 0.068
H -4.2189 -1.5056 -6.0280 0.100
H -2.0184 -1.8281 -8.1505 0.143
H -1.3341 -3.6994 -6.3881 0.115
H -2.5909 -3.0676 -5.3777 0.118
H 0.3350 -1.4358 -4.0308 0.093
H -0.0890 -3.0854 -4.2871 0.082
H -1.2919 -2.0503 -3.6371 0.070
H -4.4744 -2.7731 -8.0895 0.063
H -3.2817 -3.9347 -8.5011 0.088
C 8.6242 1.5829 -0.6935 -0.053
C 8.6612 0.2318 0.0881 -0.440
C 7.6803 -0.7318 -0.6082 -0.208
O 6.3427 -0.3070 -0.4580 -0.209
C 5.8298 -0.5380 0.8790 -0.076
N 10.0140 -0.2680 0.2082 0.021
H 9.1922 2.3888 -0.2233 0.066
H 7.6525 2.1100 -0.6622 0.054
H 9.0419 1.4899 -1.7058 0.083
H 8.4340 0.3361 1.1282 0.119
H 7.9778 -1.6953 -0.2592 0.113
H 7.8843 -0.6672 -1.7111 0.144
H 5.8601 -1.6196 1.0436 0.097
H 4.7703 -0.2447 0.9631 0.072
H 6.2746 -0.0473 1.7196 0.055
H 10.3595 -0.4382 -0.7537 0.083
H 10.5808 0.5128 0.5625 0.081
C 2.2640 -3.0868 3.6227 -0.048
C 3.2305 -2.4309 4.5968 -0.478
C 3.8571 -3.4163 5.5002 -0.198
O 4.6130 -2.8707 6.6200 -0.197
C 3.8025 -2.1787 7.5545 -0.113
N 4.2880 -1.6758 3.9256 0.087
H 1.5804 -2.4355 3.0973 0.056
H 1.7412 -3.8197 4.1852 0.065
H 2.7593 -3.5976 2.8041 0.082
H 2.5474 -1.8854 5.3049 0.132
H 4.6278 -3.9606 4.9391 0.141
H 3.1137 -4.0243 6.0305 0.126
H 3.4715 -1.1808 7.2334 0.068
H 4.4109 -2.0859 8.4202 0.075
H 2.8872 -2.7633 7.7874 0.098
H 3.9018 -0.7522 3.7555 0.034
H 5.0127 -1.5463 4.6533 0.088
C -5.8564 4.2187 -3.2317 -0.063
C -6.3798 4.2747 -1.8098 -0.415
C -6.1632 2.8865 -1.1935 -0.258
O -7.0466 1.9258 -1.6816 -0.188
C -6.8088 0.6706 -1.0701 -0.099
N -5.6645 5.3755 -1.0741 0.034
H -4.7929 4.2399 -3.2148 0.063
H -6.2524 5.0409 -3.8236 0.078
H -6.1705 3.3005 -3.7228 0.078
H -7.4345 4.6166 -1.7112 0.146
H -6.3904 3.0878 -0.0689 0.143
H -5.1438 2.5705 -1.3037 0.113
H -6.7448 0.7789 0.0558 0.090
H -5.8676 0.2743 -1.5297 0.093
H -7.6650 0.0018 -1.2314 0.088
H -5.8389 5.4122 -0.0806 0.055
H -4.6772 5.1050 -1.1084 0.057
C 5.4439 -3.7090 -1.8158 -0.048
C 4.2139 -3.9637 -2.6889 -0.435
C 2.9856 -3.5764 -1.8784 -0.275
O 2.7766 -4.4838 -0.8786 -0.149
C 1.4626 -4.2917 -0.4158 -0.121
N 4.2079 -3.1693 -3.8839 0.058
H 5.2439 -4.3357 -0.8714 0.113
H 5.5741 -2.6859 -1.5318 0.045
H 6.4249 -3.9326 -2.1784 0.061
H 4.0704 -5.0452 -2.8425 0.142
H 2.0820 -3.5286 -2.5950 0.131
H 3.0131 -2.5176 -1.5696 0.127
H 1.3711 -3.5381 0.3168 0.063
H 1.2084 -5.1981 0.1867 0.100
H 0.6286 -4.2569 -1.1598 0.081
H 5.1406 -3.0737 -4.2040 0.054
H 3.5817 -3.5127 -4.5760 0.035
C -5.0926 -3.0248 -2.5768 -0.038
C -4.8248 -3.5756 -1.1612 -0.410
C -4.9639 -5.0620 -1.0689 -0.231
O -6.3211 -5.3883 -1.0677 -0.149
C -6.5065 -6.6247 -1.6415 -0.129
N -3.5244 -3.1854 -0.6954 0.056
H -4.5244 -3.6235 -3.3024 0.079
H -4.7353 -1.9804 -2.5804 0.073
H -6.0511 -3.0782 -2.9937 0.054
H -5.6150 -3.0665 -0.5587 0.142
H -4.5088 -5.3364 -0.1626 0.112
H -4.3726 -5.5197 -1.8165 0.103
H -7.5221 -6.8882 -1.5007 0.076
H -5.8237 -7.3880 -1.2149 0.104
H -6.3597 -6.5601 -2.7104 0.088
H -3.5033 -2.1878 -0.4324 0.080
H -2.8758 -3.2968 -1.4322 0.051
C -3.2860 3.0030 1.8505 -0.043
C -1.8443 3.1473 1.5204 -0.451
C -1.4427 4.5746 1.6336 -0.187
O -2.2848 5.4081 0.8142 -0.181
C -1.8589 6.6956 0.8022 -0.160
N -1.0485 2.2894 2.4169 0.102
H -3.9734 3.4979 1.1932 0.068
H -3.3875 3.3333 2.9015 0.098
H -3.4581 1.9520 1.9062 0.049
H -1.6607 2.9486 0.4696 0.108
H -0.3781 4.6130 1.3255 0.107
H -1.5758 4.9321 2.6963 0.146
H -1.9205 7.1534 1.8451 0.111
H -2.5034 7.2141 0.1377 0.077
H -0.8170 6.8557 0.4814 0.078
H -1.2182 1.3593 2.1835 0.023
H -0.0460 2.5280 2.4079 0.071
C -4.4312 -2.3393 4.0446 -0.052
C -5.9327 -2.1020 3.7230 -0.422
C -6.0949 -1.2388 2.4832 -0.232
O -5.3106 -0.0689 2.4772 -0.199
C -5.6553 0.6600 3.6263 -0.121
N -6.5979 -3.4371 3.6801 0.055
H -3.9169 -1.4161 4.2363 0.043
H -4.0111 -2.9223 3.1568 0.089
H -4.3572 -3.0390 4.8946 0.080
H -6.2799 -1.5451 4.5989 0.123
H -7.1550 -0.9244 2.3075 0.134
H -5.7593 -1.7930 1.6038 0.113
H -5.0525 0.2861 4.4695 0.073
H -6.7202 0.6760 3.8810 0.101
H -5.2526 1.6643 3.3889 0.085
H -7.4115 -3.4521 4.2325 0.045
H -6.7377 -3.7433 2.7182 0.073
C -1.1975 0.6963 -1.6498 -0.055
C -0.7832 -0.1422 -0.4689 -0.429
C 0.4171 0.5822 0.2353 -0.206
O 0.5568 -0.1186 1.4168 -0.184
C 1.8214 0.1726 1.9930 -0.071
N -1.9218 -0.4615 0.3550 0.073
H -1.6554 1.6131 -1.2215 0.075
H -1.9296 0.0820 -2.2050 0.083
H -0.2880 0.9346 -2.2029 0.073
H -0.5061 -1.0722 -0.8146 0.105
H 0.2649 1.6253 0.3061 0.090
H 1.3212 0.3810 -0.3656 0.119
H 2.6290 -0.0496 1.2619 0.087
H 1.9860 -0.3824 2.9372 0.068
H 1.9409 1.2338 2.2522 0.074
H -1.6130 -0.9595 1.2007 0.090
H -2.2234 0.4832 0.6865 0.069
C 2.0910 1.2293 5.7518 -0.047
C 2.8150 2.5719 5.8239 -0.444
C 3.2548 2.9932 4.4374 -0.209
O 4.0035 2.0187 3.7374 -0.217
C 5.3881 2.1230 3.8948 -0.095
N 2.1341 3.6711 6.4962 0.040
H 2.6155 0.5404 5.0928 0.041
H 1.0349 1.3125 5.4138 0.069
H 2.0566 0.7667 6.7590 0.079
H 3.7276 2.4068 6.4594 0.139
H 3.8242 3.9370 4.4130 0.133
H 2.3327 3.1029 3.9036 0.097
H 5.7466 2.9611 3.2886 0.088
H 5.8088 1.2158 3.4936 0.068
H 5.5883 2.3364 4.9224 0.081
H 2.6315 3.7997 7.3958 0.078
H 1.1393 3.4750 6.6987 0.042
C -1.0891 -6.3564 -2.5284 -0.169
O -1.8378 -5.2613 -2.0840 -0.161
H -0.0063 -6.1303 -2.4837 0.070
H -1.2724 -7.2416 -1.9299 0.076
H -1.2929 -6.5747 -3.6119 0.094
H -1.6943 -5.1733 -1.1000 0.065
C 3.5692 1.1973 -2.9220 -0.060
O 3.4891 0.5177 -1.6166 -0.166
H 3.9946 2.2242 -2.8092 0.085
H 4.2154 0.5506 -3.5004 0.076
H 2.5381 1.3391 -3.3475 0.086
H 4.3485 0.1727 -1.3490 0.054
C 4.9976 2.7960 0.0203 -0.097
O 3.5821 2.5844 0.0071 -0.141
H 5.3901 2.0721 0.7297 0.061
H 5.5110 2.7104 -0.9488 0.080
H 5.1924 3.7748 0.4358 0.082
H 3.4449 1.7870 -0.4884 0.004
C 2.2613 5.1433 1.5730 -0.175
O 1.8750 3.7982 1.5507 -0.172
H 3.1869 5.3043 1.0060 0.075
H 1.6202 5.7801 0.9181 0.066
H 2.3495 5.5989 2.5565 0.081
H 2.4756 3.3724 0.8880 0.024
C -1.5350 -4.6446 1.9886 -0.153
O -1.4516 -4.2699 0.6571 -0.140
H -1.6886 -3.7743 2.5896 0.056
H -2.3236 -5.4071 2.2140 0.098
H -0.5644 -5.0564 2.3125 0.080
H -2.2835 -3.9715 0.3979 -0.030
```

Results
- DFT total energy (eV) = -117967.5405
- LUMO energy (eV) = 0.52
- HOMO-LUMO gap (eV) = 9.37
- spin multiplicity = 1

Record 2
This record from OMol25 describes a 9-piece molecular cluster, H17O9 overall at a distorted geometry. The level of theory is ωB97M-V/def2-TZVPD.

```
26
Properties=species:S:1:pos:R:3:nbo_charge:R:1
O 2.4727 2.8589 0.0688 -0.984
H 2.5288 -1.0880 1.0570 0.504
H 2.0815 0.0012 -1.1150 0.470
O -3.0256 -1.9602 0.7425 -0.958
H -2.8921 -1.3574 1.4870 0.462
O -0.6255 -2.9570 1.3834 -0.986
H -0.2249 -2.2280 1.8563 0.512
H -0.2350 -3.2712 0.5753 0.488
O -0.2874 1.0715 2.1989 -1.030
H 0.1804 2.6867 -2.7934 0.440
H 0.6612 1.1447 2.3138 0.460
O 1.7957 0.1199 -0.2025 -1.016
H 1.9726 2.0341 -0.0303 0.495
H -0.4798 1.0358 1.2012 0.503
O -0.4061 3.0696 -2.1548 -1.022
H -1.4260 1.5032 -0.0945 0.450
H -0.5677 2.2158 -1.5903 0.504
O 2.7178 -1.9725 1.4073 -0.968
H 1.9641 -2.4620 1.0676 0.449
H -2.4623 -2.6681 1.0963 0.481
O -1.8898 -0.9782 -2.9534 -0.964
H -1.8802 -1.8163 -2.4989 0.468
H -2.1636 -0.2805 -2.3669 0.494
O -0.5950 1.1545 -0.4240 -1.256
H 0.9083 0.5400 -0.3389 0.529
H 1.8779 3.6036 0.1072 0.472
```

Results
- charge = -1
- DFT total energy (eV) = -18705.3085
- LUMO energy (eV) = 2.91
- HOMO-LUMO gap (eV) = 8.76
- spin multiplicity = 1

Record 3
This record from OMol25 describes a 2-piece molecular cluster, C3H4ClN3 overall at a distorted geometry. The level of theory is ωB97M-V/def2-TZVPD.

```
11
Properties=species:S:1:pos:R:3:nbo_charge:R:1
N 1.3352 2.2759 0.6386 -0.305
C 1.4558 1.1826 0.3134 0.257
C 1.7628 -0.1716 -0.0532 -0.468
Cl 3.5259 -0.1997 -0.2437 -0.024
H 1.4485 -0.7079 0.7310 0.240
H 1.3626 -0.5178 -1.1104 0.277
N -0.7362 -0.5416 0.2139 -0.787
C -1.3150 0.3548 -0.3224 0.698
N -1.9504 1.1425 -0.9734 -0.735
H -1.0039 -1.1302 0.9088 0.410
H -1.8313 2.1218 -1.2583 0.436
```

Results
- DFT total energy (eV) = -20166.5061
- LUMO energy (eV) = 0.61
- HOMO-LUMO gap (eV) = 11.02
- spin multiplicity = 1